1.
The following is a DFT calculation (ωB97M-V with the def2-TZVPD basis set) of a cluster of 7 separate species, C14H40NO9 in total at a distorted geometry.

Computed properties:
2S+1: 1
Total charge: -1
LUMO energy in eV: 2.23
Gap between HOMO and LUMO in eV: 5.920

The geometry in XYZ format:
```
64
C14H40NO9 (ωB97M-V with the def2-TZVPD basis set)
O 1.12 -0.28 -1.82
C 0.53 -1.13 -2.52
O 0.76 -1.40 -3.74
C -0.58 -2.00 -1.87
N 0.02 -3.23 -1.38
O 0.59 -2.89 -0.10
H -1.35 -2.24 -2.60
H -0.95 -1.47 -1.01
H 0.75 -3.47 -2.04
H 1.15 -3.61 0.20
C 3.72 -4.00 -5.15
C 2.29 -4.50 -5.03
O 1.67 -4.04 -3.85
H 4.31 -4.32 -4.29
H 4.19 -4.37 -6.07
H 3.74 -2.91 -5.17
H 2.27 -5.59 -5.00
H 1.70 -4.18 -5.90
H 1.67 -3.06 -3.88
C -2.98 -4.81 -4.40
C -1.96 -5.60 -3.61
O -2.09 -5.37 -2.21
H -2.87 -3.74 -4.20
H -2.87 -4.98 -5.47
H -4.00 -5.09 -4.11
H -0.95 -5.30 -3.88
H -2.07 -6.68 -3.81
H -2.97 -5.63 -1.94
C -0.62 1.89 1.31
C -1.41 0.78 1.99
O -1.25 -0.44 1.29
H -0.95 2.01 0.28
H -0.75 2.84 1.84
H 0.44 1.64 1.28
H -2.47 1.02 1.99
H -1.08 0.66 3.03
H -0.32 -0.67 1.28
C -0.42 -2.84 4.66
C -0.46 -3.79 3.47
O 0.71 -4.61 3.44
H 0.46 -2.21 4.60
H -1.31 -2.21 4.67
H -0.37 -3.40 5.60
H -0.49 -3.24 2.54
H -1.35 -4.43 3.52
H 0.74 -5.12 4.26
C -1.59 7.19 2.16
C -1.78 5.77 2.64
O -2.81 5.12 1.89
H -2.52 7.76 2.26
H -0.81 7.69 2.73
H -1.31 7.21 1.10
H -2.07 5.75 3.69
H -0.85 5.20 2.53
H -2.55 5.12 0.97
C 2.72 8.79 2.60
C 2.49 7.36 3.06
O 1.45 6.74 2.30
H 1.81 9.38 2.70
H 3.51 9.27 3.19
H 3.01 8.82 1.55
H 2.18 7.34 4.10
H 3.41 6.78 2.96
H 1.72 6.74 1.38
```

=====

2.
The following is a DFT calculation (ωB97M-V with the def2-TZVPD basis set) of a cluster of 6 separate species, C14H40O9 in total at a distorted geometry.

Computed properties:
2S+1: 1
Total charge: 0
LUMO energy in eV: 0.37
Gap between HOMO and LUMO in eV: 10.018

The geometry in XYZ format:
```
63
C14H40O9 (ωB97M-V with the def2-TZVPD basis set)
C -0.93 0.18 -4.71
O -2.12 0.79 -4.39
C -3.35 0.05 -4.81
C -4.61 0.56 -4.12
O -4.34 0.77 -2.76
C -5.50 1.22 -2.06
H -0.66 -0.48 -3.89
H -0.11 0.88 -4.86
H -1.00 -0.51 -5.56
H -3.31 -1.01 -4.56
H -3.55 0.27 -5.86
H -5.45 -0.11 -4.28
H -4.76 1.56 -4.55
H -6.05 2.08 -2.45
H -5.13 1.55 -1.09
H -6.22 0.42 -1.96
C 5.87 4.07 8.08
O 5.88 4.26 6.68
C 6.70 3.34 5.97
C 6.04 3.15 4.61
O 6.62 2.01 3.93
C 6.01 1.72 2.71
H 5.20 3.22 8.20
H 5.43 4.94 8.57
H 6.77 3.81 8.63
H 6.76 2.33 6.38
H 7.68 3.77 5.82
H 6.22 4.03 4.00
H 4.98 3.10 4.85
H 5.04 1.31 2.99
H 6.48 0.96 2.09
H 5.83 2.55 2.03
C -3.74 -3.58 1.73
O -4.82 -3.97 0.96
C -4.66 -3.85 -0.41
C -3.57 -4.68 -1.04
O -3.49 -6.01 -0.67
C -2.68 -6.78 -1.58
H -2.81 -4.10 1.50
H -4.11 -3.81 2.73
H -3.68 -2.50 1.66
H -4.47 -2.79 -0.56
H -5.63 -4.12 -0.83
H -2.66 -4.14 -0.82
H -3.75 -4.67 -2.12
H -3.20 -6.89 -2.53
H -2.54 -7.78 -1.16
H -1.69 -6.44 -1.88
C 0.55 0.02 0.01
O 1.68 0.56 -0.56
H 0.49 -1.05 -0.17
H 0.59 0.19 1.09
H -0.33 0.45 -0.46
H 2.21 -0.11 -1.02
C -0.45 4.36 -1.48
O 0.54 4.21 -0.54
H -0.56 5.44 -1.62
H 0.03 4.09 -2.42
H -1.35 3.76 -1.33
H 0.84 3.31 -0.70
O 3.98 -1.88 -2.91
H 4.35 -2.75 -3.06
H 4.51 -1.30 -3.45
```

=====

3.
The following is a DFT calculation (ωB97M-V with the def2-TZVPD basis set) of a cluster of 12 separate species, C14H42BO24 in total at a distorted geometry.

Computed properties:
Relative energy (zero: lowest compared OMol25 entry of this formula, charge and spin) in eV: 1.739
2S+1: 1
Total charge: -1
LUMO energy in eV: 1.82
Gap between HOMO and LUMO in eV: 8.972

The geometry in XYZ format:
```
81
C14H42BO24 (ωB97M-V with the def2-TZVPD basis set)
O 2.61 0.63 -0.20
C 1.64 0.23 0.43
O 0.66 -0.70 0.08
B -0.42 -0.74 1.13
O 0.10 0.16 2.19
C 1.25 0.76 1.84
O 1.82 1.58 2.51
O -0.81 -2.04 1.73
C -2.12 -2.34 1.52
O -2.68 -3.46 1.57
C -2.71 -1.10 0.74
O -1.71 -0.30 0.61
O -3.86 -1.04 0.32
O -0.07 -3.83 -3.83
H -0.90 -3.74 -4.28
H 0.14 -2.94 -3.52
O 9.35 4.17 -1.32
H 8.40 4.16 -1.21
H 9.54 5.02 -1.72
O 5.90 3.59 8.21
H 6.77 3.34 7.88
H 5.67 4.38 7.71
O 0.39 5.69 6.24
H 1.31 5.47 6.35
H 0.38 6.35 5.54
O -4.61 -8.14 -1.58
H -3.70 -7.85 -1.62
H -4.91 -7.90 -0.70
O 0.83 -7.08 -0.49
H 0.75 -6.44 -1.19
H 0.85 -6.57 0.32
C 8.31 -2.58 4.11
C 8.96 -2.52 2.64
O 9.12 -3.76 2.02
O 9.26 -3.28 4.81
H 7.28 -2.92 3.99
H 8.27 -1.56 4.49
H 9.96 -2.07 2.69
H 8.40 -1.92 1.93
H 9.56 -3.72 1.17
H 9.35 -4.05 4.23
C 1.55 8.46 0.30
C 2.21 9.61 -0.28
O 1.24 10.36 -1.06
O 0.73 8.76 1.43
H 2.21 7.64 0.58
H 0.87 7.95 -0.38
H 2.93 9.33 -1.04
H 2.57 10.23 0.54
H 1.11 11.25 -0.73
H 0.02 9.36 1.21
C 5.03 1.20 -6.90
C 4.83 -0.26 -6.33
O 5.31 -1.34 -6.99
O 4.07 1.44 -7.90
H 6.07 1.35 -7.19
H 4.82 1.90 -6.10
H 3.77 -0.49 -6.22
H 5.25 -0.34 -5.33
H 6.22 -1.45 -6.69
H 4.02 0.63 -8.41
C -8.44 0.34 -4.85
C -9.08 -0.81 -5.63
O -9.17 -1.99 -4.78
O -9.09 0.60 -3.56
H -8.40 1.18 -5.53
H -7.42 -0.05 -4.75
H -8.57 -1.04 -6.56
H -10.10 -0.53 -5.89
H -9.90 -1.84 -4.18
H -8.68 0.14 -2.82
C -9.69 -4.15 4.08
C -8.70 -3.93 5.29
O -9.12 -4.18 6.65
O -10.35 -5.42 4.12
H -9.09 -3.93 3.20
H -10.31 -3.26 3.98
H -8.40 -2.88 5.21
H -7.73 -4.43 5.23
H -9.64 -4.98 6.52
H -11.25 -5.39 4.46
```

=====

4.
The following is a DFT calculation (ωB97M-V with the def2-TZVPD basis set) of a cluster of 8 separate species, C14H42ClO11S7 in total at a distorted geometry.

Computed properties:
Relative energy (zero: lowest compared OMol25 entry of this formula, charge and spin) in eV: 2.190
2S+1: 1
Total charge: -1
LUMO energy in eV: 1.86
Gap between HOMO and LUMO in eV: 8.310

The geometry in XYZ format:
```
75
C14H42ClO11S7 (ωB97M-V with the def2-TZVPD basis set)
Cl 0.22 -0.41 -0.13
O 1.24 -0.47 -1.14
O -0.92 0.10 -0.77
O -0.08 -1.70 0.35
O 0.67 0.39 1.03
C 1.86 -0.08 4.63
S 1.21 1.59 5.16
O 1.85 2.63 4.21
C -0.57 1.43 4.53
H 1.53 -0.99 5.13
H 2.95 -0.09 4.56
H 1.59 -0.35 3.60
H -1.17 0.79 5.18
H -0.59 1.13 3.48
H -1.06 2.40 4.59
C -2.70 -2.41 -2.51
S -3.74 -3.10 -3.94
O -3.96 -4.62 -3.81
C -5.26 -2.39 -3.24
H -1.88 -3.10 -2.30
H -3.36 -2.39 -1.64
H -2.46 -1.36 -2.67
H -5.15 -1.40 -2.78
H -5.62 -3.07 -2.47
H -6.02 -2.34 -4.02
C -5.23 2.56 -3.03
S -4.34 3.72 -1.96
O -4.81 3.29 -0.56
C -2.65 3.06 -2.19
H -5.13 2.88 -4.07
H -6.31 2.60 -2.86
H -4.83 1.57 -2.81
H -2.24 3.39 -3.14
H -2.59 1.97 -2.12
H -2.02 3.46 -1.40
C 0.01 -3.62 3.47
S -1.32 -3.05 4.59
O -0.72 -2.20 5.71
C -1.85 -1.75 3.36
H -0.36 -4.07 2.56
H 0.58 -4.36 4.04
H 0.76 -2.86 3.25
H -1.09 -0.99 3.20
H -2.70 -1.26 3.83
H -2.20 -2.10 2.39
C 1.77 3.02 -0.76
S 2.79 4.48 -0.25
O 1.90 5.68 -0.16
C 3.05 3.83 1.46
H 0.86 2.93 -0.17
H 2.48 2.19 -0.65
H 1.56 3.07 -1.83
H 3.51 2.85 1.38
H 2.14 3.78 2.07
H 3.72 4.49 2.01
C 1.27 1.24 -4.83
S 0.68 -0.22 -5.86
O 2.05 -0.83 -6.12
C -0.09 -1.12 -4.40
H 2.07 0.94 -4.16
H 0.50 1.85 -4.35
H 1.73 1.94 -5.53
H -0.36 -2.15 -4.60
H -0.89 -0.48 -4.02
H 0.57 -1.27 -3.55
C 6.11 -2.64 1.74
S 4.37 -2.45 2.45
O 4.57 -1.56 3.72
C 3.77 -1.19 1.23
H 6.06 -2.90 0.68
H 6.68 -3.34 2.35
H 6.61 -1.67 1.74
H 4.53 -0.42 1.14
H 2.88 -0.81 1.74
H 3.55 -1.67 0.28
```

=====

5.
The following is a DFT calculation (ωB97M-V with the def2-TZVPD basis set) of a cluster of 7 separate species, C14H42FNO7S6Si in total at a distorted geometry.

Computed properties:
2S+1: 1
Total charge: 0
LUMO energy in eV: 0.50
Gap between HOMO and LUMO in eV: 8.965

The geometry in XYZ format:
```
72
C14H42FNO7S6Si (ωB97M-V with the def2-TZVPD basis set)
N -2.55 -2.10 3.85
Si -3.65 -1.93 2.50
C -2.84 -2.23 0.80
C -1.91 -1.14 0.40
O -1.63 -0.16 1.03
F -1.31 -1.36 -0.78
H -2.35 -3.09 3.94
H -1.69 -1.58 3.74
H -4.64 -3.02 2.66
H -4.33 -0.63 2.46
H -3.63 -2.24 0.05
H -2.33 -3.19 0.71
C -4.42 -1.22 7.10
S -4.88 0.28 6.23
O -4.30 0.18 4.87
C -3.81 1.38 7.17
H -4.94 -2.05 6.64
H -3.34 -1.37 7.01
H -4.71 -1.14 8.15
H -2.78 1.05 7.09
H -4.13 1.39 8.22
H -3.91 2.38 6.76
C 0.58 1.12 -1.41
S 0.22 2.59 -2.37
O 0.83 2.40 -3.71
C 1.30 3.69 -1.44
H 0.03 0.29 -1.84
H 1.65 0.91 -1.44
H 0.25 1.26 -0.38
H 2.32 3.31 -1.48
H 0.95 3.76 -0.41
H 1.25 4.67 -1.91
C 0.47 -2.15 8.31
S 0.40 -1.41 6.68
O -0.78 -1.99 5.98
C 1.86 -2.23 6.03
H -0.38 -1.80 8.88
H 0.44 -3.24 8.22
H 1.39 -1.85 8.81
H 1.73 -3.31 6.09
H 2.73 -1.92 6.60
H 1.98 -1.94 4.99
C -1.00 5.41 -5.74
S 0.78 5.14 -5.71
O 1.42 6.48 -5.77
C 0.88 4.43 -7.36
H -1.28 5.89 -4.80
H -1.27 6.05 -6.58
H -1.51 4.45 -5.82
H 0.49 5.14 -8.09
H 0.30 3.50 -7.38
H 1.92 4.22 -7.57
C 3.78 -2.25 -2.21
S 2.85 -1.94 -0.72
O 3.52 -2.67 0.40
C 1.41 -2.91 -1.19
H 4.75 -1.77 -2.12
H 3.92 -3.32 -2.35
H 3.25 -1.81 -3.06
H 1.71 -3.94 -1.38
H 0.96 -2.48 -2.09
H 0.70 -2.88 -0.38
C 3.83 -0.18 -7.21
S 2.91 0.15 -5.70
O 3.59 -0.60 -4.60
C 1.45 -0.79 -6.15
H 4.81 0.29 -7.11
H 3.95 -1.26 -7.34
H 3.30 0.25 -8.05
H 1.73 -1.83 -6.36
H 0.99 -0.34 -7.03
H 0.75 -0.76 -5.32
```

=====

6.
The following is a DFT calculation (ωB97M-V with the def2-TZVPD basis set) of a structure of composition C14H42K4O18P at a distorted geometry.

Computed properties:
Relative energy (zero: lowest compared OMol25 entry of this formula, charge and spin) in eV: 1.356
2S+1: 1
Total charge: +1
LUMO energy in eV: -4.09
Gap between HOMO and LUMO in eV: 7.568

The geometry in XYZ format:
```
79
C14H42K4O18P (ωB97M-V with the def2-TZVPD basis set)
K -1.16 -2.88 -3.06
K -0.60 1.86 1.77
K 1.65 -4.15 -0.79
K -1.65 -4.04 0.54
P -0.33 -0.91 -0.12
O -0.54 0.46 -0.78
O 0.76 -0.77 1.01
O 0.25 -2.13 -1.01
O -1.68 -1.36 0.53
C 2.69 4.69 -0.57
C 1.27 4.15 -0.72
O 1.24 2.84 -0.13
O 2.82 5.19 0.78
H 2.85 5.54 -1.23
H 3.45 3.93 -0.76
H 1.10 4.00 -1.79
H 0.51 4.84 -0.37
H 0.91 2.15 -0.71
H 2.86 4.43 1.37
C -2.11 2.58 -2.85
C -2.87 2.99 -1.57
O -2.09 2.71 -0.41
O -2.01 1.17 -2.93
H -1.10 2.99 -2.74
H -2.53 3.11 -3.71
H -3.78 2.40 -1.39
H -3.34 3.97 -1.61
H -1.46 2.01 -0.61
H -1.35 0.90 -2.27
C 1.70 -3.13 3.25
C 1.03 -2.15 4.23
O 1.20 -0.79 3.92
O 1.01 -3.12 1.95
H 1.55 -4.19 3.50
H 2.76 -3.06 3.01
H 1.53 -2.44 5.16
H -0.02 -2.41 4.32
H 0.97 -0.65 2.98
H 0.89 -2.21 1.61
C 4.53 -1.41 1.23
C 4.70 0.03 0.81
O 3.72 0.86 1.42
O 3.48 -2.04 0.51
H 4.49 -1.52 2.32
H 5.44 -2.02 1.08
H 4.91 0.18 -0.25
H 5.62 0.45 1.23
H 2.83 0.60 1.12
H 2.67 -1.52 0.41
C 2.60 0.00 -3.41
C 3.06 -1.39 -3.15
O 1.92 -2.23 -2.95
O 2.09 0.59 -2.21
H 1.74 0.00 -4.09
H 3.29 0.71 -3.88
H 3.64 -1.47 -2.22
H 3.74 -1.84 -3.87
H 1.38 -1.94 -2.20
H 1.14 0.44 -2.13
C -4.79 -0.96 -2.57
C -4.25 -0.88 -1.15
O -3.70 -2.16 -0.77
O -3.79 -0.99 -3.58
H -5.38 -0.04 -2.63
H -5.54 -1.74 -2.68
H -5.02 -0.57 -0.44
H -3.45 -0.14 -1.03
H -3.02 -1.93 -0.11
H -3.19 -0.25 -3.37
C -3.83 -0.09 3.01
C -2.85 -0.76 3.92
O -2.31 -1.87 3.22
O -3.13 0.47 1.88
H -4.41 0.73 3.44
H -4.57 -0.73 2.52
H -3.34 -1.21 4.79
H -2.11 -0.06 4.33
H -1.78 -1.64 2.44
H -2.93 -0.22 1.23
```